349
Properties=species:S:1:pos:R:3:forces:R:3:lowdin_charge:R:1 method="wB97M-V/def2-TZVPD" homo_lumo_gap_ev=5.593 charge=+8 total_energy_ev=-173704.3592
C 1.07015 6.65328 -2.75634 -1.476 -0.796 1.074 -0.18
H -5.03027 -10.51788 -6.22463 -0.286 0.489 -0.104 0.12
H 1.94365 -3.33875 -1.94037 0.326 -0.029 0.130 0.06
H 6.88482 -8.86387 3.86524 0.452 0.525 -0.437 0.14
H -1.32520 2.93982 5.41934 -0.300 -0.262 -0.395 0.11
H 1.06960 3.16201 3.36956 -0.264 -0.310 -0.006 0.06
H -8.02951 1.89107 2.66598 0.058 0.385 -0.682 0.10
H -3.27375 -8.66227 -7.98745 0.903 -0.416 0.377 0.11
C -1.11551 -6.94696 -3.21265 -0.122 -2.571 1.976 -0.22
H -0.76960 0.83164 3.53219 0.329 0.621 -0.187 0.11
C 5.16923 1.81528 -0.23314 -0.311 -1.016 0.503 -0.09
H 3.27688 12.87411 1.67316 -0.083 -0.110 -0.328 0.08
H 1.91716 2.28927 -3.09944 0.063 0.160 0.207 0.11
C 0.76425 0.14878 6.61819 -0.823 -0.222 -1.298 0.08
H 2.98356 -5.58473 -2.71466 0.090 -0.285 -0.059 0.12
H -5.78932 2.26075 5.82478 -1.208 -0.277 0.502 0.14
C -3.94840 -0.46595 -4.66951 2.027 0.502 0.980 -0.05
C -5.50894 -5.64818 2.97027 -0.400 1.992 -0.037 0.05
C -6.13360 2.47513 4.81304 -1.298 0.956 -0.235 -0.10
N 0.62104 0.14670 4.99409 0.020 -0.441 2.968 -0.17
F 2.49982 -1.12557 -0.61261 -0.191 0.788 -0.672 -0.23
H -1.80848 -0.39555 -2.46329 0.178 0.102 0.669 0.08
H 1.45855 -0.60791 6.98355 -0.288 -0.202 -0.518 0.09
H 1.13742 1.08350 7.03668 -0.195 0.205 -0.682 0.10
H -4.95895 -0.45027 -4.26130 0.194 0.892 0.176 0.15
H -1.62615 0.85505 -5.63037 -0.449 -0.189 -0.100 0.14
C 3.08064 -0.51817 4.71058 -0.580 1.037 0.915 -0.14
H -4.47401 8.16667 3.44890 0.008 -0.658 0.241 0.11
C -3.44472 -1.88852 -4.52660 -0.788 0.534 -0.188 -0.19
H 5.16568 -0.16950 -1.74537 -0.371 -0.016 0.650 0.10
H -2.58846 -3.30203 0.91926 0.301 -0.181 0.022 0.10
S 0.62815 1.88387 0.13982 -4.462 8.247 6.639 0.37
H -4.24282 -2.41961 -5.04533 0.172 -0.604 0.054 0.13
H -3.31177 -6.90735 -6.62206 -0.434 0.503 0.585 0.13
C -8.08986 2.86480 3.15209 0.904 -1.340 0.772 0.03
C 6.22992 -0.04641 -1.54450 -1.000 -1.027 0.761 -0.08
C -3.94259 4.00677 0.89519 -0.454 2.072 -0.400 -0.16
C -2.46501 -5.22807 3.53399 -0.968 1.149 -0.976 -0.22
H 3.94888 4.76721 -2.72762 -0.041 -0.378 0.205 0.13
H 0.59404 -3.55918 1.47205 -0.758 -0.053 0.448 0.07
C 0.23819 -1.27525 4.53252 0.710 0.185 0.321 -0.12
C -3.55579 -4.11936 3.41855 -1.252 -0.196 -0.856 -0.07
H -6.02282 7.12989 3.48266 0.575 -0.291 0.235 0.10
H 3.18383 6.99514 -3.10257 0.073 -0.183 -0.203 0.12
C 4.81975 6.76446 3.86588 -0.152 1.137 -0.760 -0.13
C -3.98005 1.82118 3.92927 1.967 -0.695 0.740 -0.11
C 4.13401 -8.69472 -5.31406 1.028 0.540 1.610 -0.18
O -4.58610 0.80662 0.65632 2.400 -0.403 0.744 0.04
C 1.04564 7.08944 1.14665 -2.216 2.311 3.963 -0.99
C -9.85304 3.67971 5.56734 0.817 -0.931 0.458 -0.13
C 2.83931 12.33074 2.51065 0.448 0.596 -1.224 -0.07
H -3.13718 -3.86012 -0.65078 -0.066 0.419 -0.208 0.10
H -2.10342 7.73520 1.39695 0.350 0.219 -0.042 0.10
H 3.03803 10.69094 3.65445 -0.010 -0.608 0.136 0.11
H -5.17313 -2.45122 -0.37972 0.063 0.029 -0.419 0.14
H -0.78215 -7.30303 -6.17523 -0.437 -0.086 -0.056 0.10
H 3.79702 0.95071 2.02801 -0.270 0.080 0.066 0.09
O -5.51461 1.24893 -1.29755 1.045 -0.225 0.295 -0.06
H -5.79139 1.80181 2.87495 0.031 -0.289 -0.315 0.08
H 3.64688 2.70425 -3.23055 -0.094 0.137 0.271 0.12
H -3.59975 7.18236 -0.13817 -1.104 -1.313 -0.058 0.13
H 2.63841 -8.04262 -3.95220 -0.076 -0.152 0.268 0.13
H -0.50425 -8.85788 -5.29583 0.207 0.347 0.188 0.10
H 2.63876 4.51695 -6.04199 0.121 -0.024 0.145 0.12
H 6.70959 9.86775 1.89971 0.449 1.098 0.777 0.11
H -4.83659 -8.66780 -7.74121 -0.640 0.491 0.742 0.14
H -5.67748 0.50469 4.02097 0.151 -0.010 0.190 0.12
H 0.50943 6.20995 -1.93346 -0.093 0.199 0.320 0.10
H 0.18414 -5.24336 2.12925 -0.294 0.222 -0.268 0.07
H 6.33365 9.83942 3.79309 0.042 0.620 -0.615 0.11
H 1.87055 11.92562 2.21830 -0.017 0.118 -0.226 0.08
C -3.66998 5.88312 2.53675 -0.871 -1.290 1.265 -0.14
H 0.47090 3.85216 -4.80944 -0.221 0.333 -0.173 0.12
H 2.92534 -6.07891 0.44502 -0.325 -0.403 -0.163 0.12
H -2.86442 -6.21480 3.76836 -0.256 0.132 -0.283 0.12
H -3.44875 3.46803 0.08650 0.235 -0.202 0.284 0.11
C -5.69254 -3.19313 2.31886 1.758 0.489 -0.499 -0.08
H 2.13325 1.64586 4.69853 0.541 -0.359 1.145 0.13
C 3.63391 -7.73118 -4.26856 -1.735 1.132 0.840 -0.08
H -3.99048 -10.95417 -7.48911 0.561 -0.166 0.240 0.13
H -3.58243 -5.66530 1.02382 -0.121 0.123 0.080 0.12
N 3.38179 -6.23209 -4.74828 1.236 -0.449 -0.606 -0.21
H -5.81759 3.97023 0.15053 -0.534 0.413 -1.008 0.10
C -9.79382 1.25004 5.00867 0.463 -1.250 -2.658 -0.21
C -3.71913 -7.76702 -6.08997 1.356 -0.605 -0.170 -0.07
C 5.17143 -5.16295 1.49259 0.717 0.468 1.264 0.03
H 2.25889 -3.61813 -4.94867 0.133 -0.089 -0.224 0.10
C 1.81753 -3.01214 -2.97261 0.634 -0.728 0.185 -0.09
F -0.09030 2.91090 -0.86901 -0.071 0.095 0.192 -0.20
C -5.80655 5.96270 1.01453 2.270 -1.880 1.066 -0.01
H -10.16092 1.94393 6.82145 -0.433 0.506 0.568 0.13
H -0.05943 -1.16126 3.49016 0.134 -0.098 -0.057 0.12
H 0.99416 -3.22203 4.21908 -0.050 -0.107 0.363 0.08
H 3.26023 8.15255 3.35218 -0.243 0.131 0.235 0.11
H 4.85679 -4.82674 -5.44076 0.018 -0.079 -0.075 0.11
C 2.84903 -6.08619 1.53232 0.341 1.702 -0.508 -0.12
H 0.26707 2.66563 5.84518 0.105 -0.794 0.190 0.10
H -5.81363 8.49058 2.45561 -0.044 -0.180 -0.490 0.12
H -4.45287 3.29423 1.54326 0.490 -0.092 0.320 0.09
H 3.67043 5.79139 2.24905 -0.448 0.037 0.606 0.11
C -1.18699 -8.28266 -5.92120 -1.123 -1.432 0.965 0.04
H 5.24567 -9.07011 3.68478 -0.261 -0.488 -0.404 0.12
H 1.77934 0.72247 3.41197 0.386 -0.528 -0.499 0.10
C 7.68173 1.60523 -0.18607 0.238 -1.483 0.504 0.06
H 5.78348 -2.38328 -3.12162 -0.591 -0.019 0.191 0.05
H 5.86917 -0.26789 3.16148 -0.607 -0.047 -0.238 0.11
H 0.33939 4.36265 4.43485 0.146 0.317 -0.480 0.09
H 3.53090 -7.18012 3.87437 -0.541 -0.262 -1.226 0.15
H 6.81149 -7.64908 1.40585 0.503 -0.133 0.440 0.10
H 5.67380 8.43956 0.40914 -0.308 0.014 -0.136 0.13
H 2.12421 -7.32527 -7.69337 0.275 -0.288 -0.579 0.13
H 5.73030 -0.97242 0.77842 -0.324 0.140 0.088 0.11
H -0.28659 -1.23893 -3.98314 -0.725 -0.682 0.609 0.08
N 4.95223 8.95438 2.36061 0.073 -1.724 0.209 -0.20
C -2.85879 8.45813 1.08890 0.293 1.075 0.790 -0.23
H 3.88332 -7.17340 -7.67881 -0.128 1.425 0.007 0.14
H 2.81835 6.52627 -1.46958 -0.227 0.433 0.051 0.10
H -3.74732 -9.36263 -3.83411 -0.173 0.474 -0.187 0.14
N 2.31499 4.19701 -3.92235 1.082 0.542 0.587 -0.23
H -3.58855 1.30240 4.80431 0.350 -0.505 -0.035 0.07
H -9.96825 1.47137 3.95573 -0.275 -0.266 -0.358 0.12
H 7.52452 2.66016 -0.41078 0.050 -0.441 -0.636 0.11
N 6.35927 0.76279 -0.20063 0.427 1.641 -0.415 -0.18
C 2.68906 -1.86334 4.10192 -0.807 0.687 0.022 -0.18
H -2.03994 -9.59913 -3.71283 0.094 -0.780 -0.130 0.12
H 4.81541 -7.31129 0.23479 0.059 -0.361 -0.135 0.12
H -1.92315 2.98835 -2.91012 0.125 -0.620 0.096 0.08
C 0.50580 5.96137 -3.96380 0.309 -0.958 -0.749 -0.13
C 6.38660 9.36681 2.81231 -1.049 -0.362 -1.830 0.05
C -2.09619 -2.11875 -5.17402 0.515 0.010 0.626 -0.16
O 1.62664 2.70667 0.78279 -0.691 -0.837 -0.065 -0.27
H -4.64745 -7.62781 -5.53595 0.477 0.366 0.545 0.15
H -5.93842 -5.23154 3.88135 -0.142 -0.191 0.044 0.10
C 2.53264 6.35495 -2.50742 0.553 -0.400 -0.355 -0.13
H 7.10933 -1.61098 -3.72349 0.857 0.007 0.175 0.09
H 6.37246 -2.24832 -0.92835 -1.160 0.767 0.701 0.10
H 0.92417 6.53996 -4.78739 -0.084 -0.785 -0.750 0.12
H 2.66416 -3.85045 1.34624 0.942 -0.389 -0.143 0.11
C 4.68452 -7.62155 1.27148 1.938 -0.945 -0.063 -0.09
H 4.27680 0.18941 -4.55730 -0.020 0.225 0.286 0.08
C -8.30609 1.25645 5.13178 0.939 0.056 -0.367 -0.11
H 6.40060 -6.38605 4.14225 0.035 0.363 -0.467 0.12
C 4.68772 5.94257 2.61011 -0.273 -0.683 -0.134 -0.27
C -8.28584 3.72608 5.47516 -1.377 -1.605 -0.611 -0.06
H 3.84873 -9.31815 -7.18572 0.235 0.689 -0.874 0.14
C -2.68952 0.24393 -2.40918 0.741 -1.336 -0.905 0.02
C -5.02456 -1.96280 1.62511 -0.786 -0.801 1.463 -0.17
H -0.78487 0.99921 -4.14300 -0.204 -0.093 0.395 0.11
H 5.86965 6.81716 4.15402 -0.021 -0.357 0.351 0.12
C 4.31655 -6.54904 3.45893 0.230 1.448 1.412 -0.10
C -1.50588 0.36814 -4.66261 -1.365 0.390 0.147 -0.09
N -2.91401 0.51298 -3.90792 0.309 0.911 -1.049 -0.17
C -3.93998 -8.80284 -7.13628 -0.132 -2.315 -0.778 -0.17
C 5.46507 6.48657 1.49358 0.279 2.123 -0.852 -0.17
H -3.80917 1.99799 -5.17103 -0.088 0.235 0.125 0.13
H -5.91893 -1.35108 1.50679 0.396 0.640 -0.408 0.12
H 2.51514 4.48065 -1.66256 -0.402 -1.331 -0.519 0.13
C 2.61317 -5.36993 -3.71705 0.799 0.360 -0.876 -0.10
N -7.72026 2.56770 4.58210 0.666 0.185 1.843 -0.22
O -6.71219 1.22637 0.57526 -1.372 0.038 1.410 0.02
O 1.21086 5.98184 0.48991 1.648 -3.940 -1.469 0.06
H -1.72146 -3.12989 -5.01502 0.085 -0.086 0.569 0.09
H -5.05449 -4.94133 0.28246 -0.215 -0.352 0.340 0.14
H -5.92638 -2.87577 3.33508 -0.283 -0.553 0.020 0.14
H 6.23793 -5.38126 1.54764 -0.182 -0.763 0.310 0.11
C 4.71991 1.50504 2.19854 0.036 -0.894 0.995 -0.18
H -0.32655 -1.17528 -5.63917 0.165 0.811 -0.258 0.12
H -1.05823 -7.83140 -2.57816 -0.133 -0.181 0.459 0.11
H -1.92574 -4.98119 5.57853 0.079 0.593 0.115 0.10
H 7.34223 -0.58193 1.23276 0.297 0.374 -0.673 0.14
H -6.43583 5.53728 1.79628 0.058 -0.161 0.057 0.10
H -1.49271 9.99505 0.27284 -0.126 -0.085 0.823 0.08
H 2.24575 -6.92765 1.87303 0.105 0.149 0.090 0.15
C 6.03912 -8.29359 1.82556 -0.782 1.649 0.594 -0.09
H -4.86594 8.31952 0.27379 -0.349 -0.256 0.487 0.14
H 6.47144 0.54881 -2.42512 1.094 0.284 0.456 0.14
H 7.11220 8.55743 2.89300 -0.694 -0.641 0.076 0.10
H 0.73244 -4.88796 0.42558 -0.374 -0.441 -0.049 0.07
H -4.23067 5.25402 3.22811 -0.876 0.042 0.001 0.12
C -5.67551 1.10138 -0.04421 -3.163 0.884 -2.345 -0.90
H -7.89822 1.16010 6.13799 -0.333 0.211 0.266 0.14
H -0.24995 -0.04067 6.96976 0.189 -0.037 0.150 0.11
H -10.20701 0.24950 5.13631 0.111 0.013 0.341 0.15
H 1.58549 -5.71383 -3.83410 0.010 0.103 0.329 0.09
C -4.18952 -4.76575 0.92207 -0.575 1.496 1.342 -0.06
C 6.03231 -8.37323 3.39556 -1.078 -0.900 -0.852 -0.16
H -3.10528 10.12890 -0.30207 -0.166 -0.250 -0.275 0.09
H 4.07441 -0.16937 4.42979 -0.223 0.086 -0.387 0.09
C 5.91211 0.51361 2.40285 0.556 1.548 -2.237 -0.11
H 2.56481 -1.71522 3.02920 0.180 -0.259 -0.158 0.08
O 1.46205 -0.54171 1.34597 -0.963 0.872 -1.139 -0.31
C -2.84912 -9.49941 -4.43629 -0.217 -0.386 -0.559 -0.12
C -5.42622 1.55479 3.87181 -1.760 0.860 -1.299 -0.26
C -4.09703 7.67385 0.69804 1.737 0.536 -0.147 -0.13
H -6.44979 6.63205 0.44329 0.605 0.204 -0.085 0.14
H 5.07361 -4.72537 0.49908 -1.027 -0.787 -0.216 0.10
H 5.38697 2.46421 -1.08143 0.107 0.003 0.139 0.13
H 3.95451 7.90503 0.74571 0.096 0.248 -0.024 0.11
H 3.70280 -3.42505 -4.01526 0.076 -0.299 0.325 0.09
H 2.45567 -9.36180 -6.45848 -0.775 0.494 0.805 0.13
C -4.37046 -2.31486 0.34500 0.117 -0.100 -1.960 -0.20
H 7.23712 -3.18444 -2.84695 0.616 0.350 0.229 0.09
H 0.55966 3.88724 -3.05109 -0.880 0.507 0.165 0.11
H 4.57865 11.28487 3.56846 0.306 1.087 -0.386 0.11
H 4.26770 -7.57723 -3.39523 0.022 -0.329 -0.053 0.13
H 4.44643 8.96983 4.41823 0.006 -0.500 0.171 0.12
H 5.27963 -5.63144 -3.93603 -0.038 -0.293 -0.050 0.11
H 5.92320 2.96714 1.31072 -0.017 0.660 0.313 0.11
H -11.48932 2.34380 5.71237 0.030 -0.328 0.073 0.14
C -2.95697 4.94053 1.66205 0.181 -1.529 -2.179 -0.15
H -2.48719 1.10514 -1.77239 -0.028 0.345 -0.733 0.09
C 2.68788 2.70476 -3.74864 0.260 1.262 0.233 -0.15
O 0.59878 7.98059 0.43406 -0.421 2.934 -2.668 -0.01
H -9.10935 3.24585 3.09256 0.410 0.231 0.004 0.11
H -0.74005 -5.74290 4.63785 0.195 -0.016 -0.136 0.09
H -7.86029 0.42688 4.58299 0.019 0.189 -0.345 0.12
H -7.28471 3.52640 2.83251 -0.495 0.133 -0.523 0.09
H 2.63235 13.13820 3.21299 0.335 -0.555 0.619 0.09
H -3.03405 9.13279 1.92688 -0.081 -0.139 0.293 0.11
H 7.79074 -1.52428 -1.03973 0.643 0.636 -0.583 0.12
H -1.35145 -8.96082 -6.75855 -0.116 0.574 -0.291 0.11
H -3.38305 4.82855 -4.69557 -0.840 -0.257 -0.307 0.09
C -0.99898 -1.06167 -4.78886 -0.175 -0.546 -0.861 -0.16
H 4.21658 6.14942 4.53372 0.049 1.068 0.928 0.13
H -3.54076 -2.10985 -3.46364 0.374 -0.452 0.039 0.10
C 4.31151 8.22961 3.62958 -0.714 -0.235 -1.481 -0.05
C 2.01313 0.58731 4.46799 -1.668 -0.633 -1.782 -0.08
C -0.41629 2.49601 5.01311 1.377 1.131 -1.350 -0.20
C -3.09034 -10.69201 -5.42185 1.171 1.483 0.041 -0.12
H 1.53078 -6.45425 -5.78440 0.031 -0.240 0.363 0.11
H -1.66731 3.19133 -4.62938 -0.289 0.080 -0.163 0.09
N -4.67484 6.75195 1.80938 -0.771 1.720 -0.964 -0.19
H -10.33823 4.10858 4.69055 0.209 0.197 0.007 0.12
H 2.13733 -1.97077 -3.00964 -0.342 -0.035 -0.072 0.05
H 3.93070 -8.40763 1.31545 -0.569 0.620 0.345 0.14
H -2.22743 -2.15763 -6.25539 -0.057 0.667 -0.134 0.12
S 1.11207 -0.49405 -0.06302 1.969 -2.029 -0.530 0.61
H -1.86752 8.94069 -0.89426 -0.718 -0.599 -0.234 0.07
H -4.13662 4.53383 -3.14145 0.184 -0.699 0.113 0.08
C 3.21629 0.41596 -4.44730 -1.042 0.578 -0.952 -0.07
H 4.34545 10.65204 0.96600 1.009 -0.497 -0.037 0.14
C 0.14925 3.44300 3.88151 -1.229 0.100 1.475 -0.05
H 6.49764 6.41491 1.83528 0.376 0.540 -0.622 0.11
H -2.36873 -6.23208 -4.69301 -0.560 0.460 0.076 0.11
C 3.29563 -8.66884 -6.50706 -0.831 -2.041 -1.201 -0.21
C 0.80827 -4.62788 1.48137 0.000 0.191 -0.505 -0.08
H -6.57204 -3.46872 1.73694 -0.018 -0.259 0.265 0.15
C -3.19308 4.47100 -3.68356 0.214 0.925 -2.049 -0.07
C 4.84635 -5.78647 -4.92413 -1.092 1.143 -0.478 0.04
C 4.97970 7.97476 1.10935 1.254 -1.000 1.959 -0.03
H 4.23056 1.29189 -0.41499 0.181 -0.491 -0.413 0.11
C 3.70603 11.15439 2.92845 -0.479 -0.643 2.415 -0.25
O -0.50779 1.40848 0.97176 2.155 0.216 -1.768 -0.32
H 2.68478 -0.20986 -5.16420 0.097 -0.636 0.395 0.07
C 2.86338 4.81375 -2.64025 0.128 3.163 -0.459 -0.10
H 6.72037 1.15549 2.75329 0.321 -0.053 -0.017 0.12
C 2.83167 1.84364 -4.93973 0.320 -0.588 -0.552 -0.22
O 1.07616 7.13630 2.36270 1.543 -0.763 2.433 0.00
H 5.14720 4.97364 2.80544 -0.313 -0.376 0.260 0.10
C -0.88241 -5.74338 -2.33158 -0.231 1.981 -0.368 -0.10
C 3.03496 4.89778 -5.10067 0.264 -1.010 0.856 0.07
C 0.82372 4.43274 -3.95707 0.958 0.189 -0.248 -0.08
C 1.32305 -2.31147 4.71989 2.236 0.696 -0.850 -0.15
H 5.32206 5.82550 0.63881 0.205 0.308 -0.425 0.10
C -4.03444 -10.30597 -6.61389 -0.117 0.592 0.766 -0.11
H -3.88327 -0.12082 -5.70138 -0.290 0.055 0.070 0.14
C -5.08264 4.77462 0.18047 -1.061 0.703 1.259 -0.11
H -2.33942 5.53855 0.99190 0.187 -0.329 -0.383 0.12
H -3.18876 -3.14321 3.10148 0.496 -0.221 0.037 0.11
H -3.03548 6.37181 3.27613 0.091 1.057 -0.803 0.15
H -7.83113 3.42518 6.41898 -0.013 1.172 0.245 0.13
C -2.34995 9.39255 -0.02755 0.516 0.222 -0.025 -0.08
H -3.44954 -11.46647 -4.74415 -0.253 -0.289 -0.576 0.13
H -10.13116 4.25329 6.45151 0.079 0.412 -0.246 0.13
H 2.98706 5.98635 -5.07229 -0.454 -0.314 0.270 0.11
H -5.77351 3.49728 4.69620 -0.178 0.175 -0.493 0.12
H -0.57175 -1.73259 5.10080 -0.559 1.094 0.196 0.13
H 2.83851 0.28698 -3.43303 0.131 -0.438 0.047 0.05
H 2.30316 -4.42229 2.93141 0.325 -0.381 0.155 0.09
C -3.46219 2.01129 -4.13782 0.804 -1.904 0.617 -0.06
H -4.90267 -6.50162 3.27388 0.292 0.309 -0.654 0.10
C 2.69052 -3.82669 -3.96974 -1.039 -0.435 -0.187 -0.18
H 0.74480 -3.12221 -3.13149 0.072 0.165 -0.410 0.06
H -4.03690 0.97128 -0.11366 1.609 -0.210 0.103 0.06
H 4.08117 -5.55537 3.84016 0.182 0.019 0.356 0.12
H 3.08233 9.66083 1.59705 0.059 -0.396 -0.045 0.12
C 3.00299 -7.30143 -7.04895 -0.059 -0.471 -1.115 -0.15
O 0.16934 -1.47018 -0.55586 0.151 1.667 0.123 -0.28
N -4.74844 -4.39222 2.36842 1.114 -2.585 0.716 -0.20
H 8.22227 1.55350 0.75904 -0.936 0.156 0.696 0.11
H 5.04521 -4.33702 2.19260 -0.283 -0.084 0.076 0.10
H -0.86915 -4.00997 4.43352 -0.370 0.106 0.180 0.04
H 5.40299 -6.50898 -5.52098 -0.210 0.106 0.242 0.11
H 6.19665 -9.27906 1.38722 -0.381 0.070 -0.071 0.13
C -2.43781 3.12428 -3.86130 -0.947 0.377 1.469 -0.22
H -2.61649 5.35927 -3.42541 0.662 -0.518 0.929 0.06
C 5.58640 -7.10832 4.08299 1.575 0.710 -0.388 -0.17
H 0.93697 6.49401 -0.27445 -0.257 -0.781 -2.041 0.03
H 8.41202 1.00015 -0.72334 -0.210 0.659 -1.099 0.11
H 1.58007 -2.47412 5.76659 -0.668 -0.364 0.120 0.13
C -5.26781 7.65886 2.90106 -0.447 0.509 -1.124 0.03
C -3.47680 -3.54083 0.33452 0.018 -0.978 1.178 -0.17
C -10.40621 2.27175 5.81127 -0.767 1.435 1.984 -0.20
H -3.44332 -0.35141 -1.89397 -0.562 0.326 -0.710 0.07
N 4.27587 -6.30626 1.94982 0.208 -1.976 0.069 -0.24
H -3.49600 1.46889 3.01840 0.196 -0.038 0.094 0.08
H -4.28070 1.90926 -3.42527 -0.308 0.990 -0.052 0.12
C 6.82559 -1.47087 -1.54345 1.201 -0.167 1.598 -0.25
C 2.55793 -6.23891 -6.07883 0.930 -0.247 1.059 -0.08
H -0.57465 6.05684 -4.07156 0.024 0.119 0.287 0.11
C 6.37149 -0.12839 1.03260 -1.134 -0.608 0.957 -0.10
H -4.77300 5.13458 -0.80068 -0.256 -0.078 0.065 0.10
N -2.50632 -8.20831 -5.11897 -0.350 1.379 -0.321 -0.24
H -1.50277 -5.45238 -1.48389 -0.441 -0.891 0.029 0.07
H 3.63753 2.11276 -5.62257 -0.317 0.583 -0.095 0.13
C 2.25181 -4.70647 1.88036 0.235 -0.040 0.529 -0.24
H 3.48484 -2.57579 4.31929 -0.103 -0.164 -0.096 0.11
H -1.47217 0.66077 5.09926 0.281 -0.492 0.222 0.11
H 5.46854 -7.34286 5.14091 -0.741 0.081 -0.009 0.14
H -2.31131 4.17702 2.09596 0.303 0.805 0.909 0.10
H -0.95152 -4.84875 -2.95042 -0.055 0.285 -0.323 0.06
H -2.08902 -10.97350 -5.74777 -0.090 -0.400 -0.272 0.11
H -3.42392 -7.15054 -3.62681 0.560 0.249 1.031 0.14
H -6.33896 -5.90106 2.31056 0.289 -0.138 -0.107 0.11
H 5.18340 -8.48149 -5.51757 0.048 -0.071 -0.241 0.13
H -4.08801 -3.93924 4.35257 -0.014 -0.237 0.078 0.13
H -8.10732 4.68218 4.98313 1.068 -0.092 0.481 0.13
C 6.81655 -2.17887 -2.84039 -1.019 -0.086 -2.317 -0.10
H 2.50042 -5.24588 -6.52459 0.580 0.054 0.158 0.14
H 0.71945 7.68298 -2.82595 0.784 0.208 0.363 0.14
C 4.95351 2.51606 1.10018 2.023 -0.427 -0.625 -0.17
N 1.18903 1.04738 -0.89467 2.226 -9.256 -2.877 -0.25
H 0.14294 -5.67174 -1.96878 0.081 -0.546 0.052 0.06
H 3.17151 -0.63482 5.79051 0.102 -0.104 0.134 0.11
H -0.14365 -7.07267 -3.68992 -0.508 0.119 -1.305 0.08
H 4.20545 3.30384 1.01123 -0.131 -0.253 0.071 0.12
H -3.61194 2.82049 4.16158 -0.635 0.517 -0.512 0.08
H 4.66698 2.07255 3.12764 -0.479 -0.097 0.129 0.12
H -0.67661 3.63814 3.19742 0.479 0.008 -0.377 0.05
C -2.41284 -7.09642 -4.03039 0.700 0.929 -2.850 -0.09
H 4.08040 4.63968 -4.93176 0.041 -0.099 -0.526 0.11
C -0.59473 1.05293 4.58506 0.778 -0.510 1.131 -0.11
H 1.86967 1.86350 -5.45185 0.126 -0.388 -0.427 0.11
C 4.02386 10.13678 1.87108 -0.547 -0.271 0.437 -0.11
H 4.12661 -9.70830 -4.91319 0.048 0.108 0.410 0.15
C -1.45035 -4.91699 4.59976 0.295 -0.580 0.430 -0.09
H -1.99858 -5.22610 2.54883 0.203 -0.453 -0.029 0.08
H -3.71773 -1.51184 0.00264 -0.426 0.314 -0.018 0.10
H -4.32183 -1.40731 2.24616 -0.182 -0.133 0.416 0.11